Record 1
C4H10NO | ωB97M-V with the def2-TZVPD basis set

## Properties
* HOMO-LUMO gap: 0.2332 Ha
* HOMO level: -0.0863 Eh
* relative energy (zero: lowest compared OMol25 entry of this formula, charge and spin): 46.0 kJ/mol
* total charge: -1
* calculated total energy: -7847.0594 eV
* SMILES string: CCCNC[O-]

Positions of all 16 atoms, in Å:
C (0.28, -0.30, -0.66)
N (0.06, 0.01, 0.75)
C (1.28, 0.81, 1.27)
O (1.36, 2.03, 0.84)
C (-0.66, -1.34, -1.25)
C (-2.14, -0.98, -1.00)
H (0.21, 0.63, -1.24)
H (1.34, -0.56, -0.86)
H (0.21, -0.89, 1.21)
H (1.16, 0.72, 2.39)
H (2.13, 0.12, 0.99)
H (-0.42, -2.34, -0.93)
H (-0.52, -1.26, -2.33)
H (-2.27, 0.09, -1.15)
H (-2.79, -1.55, -1.65)
H (-2.39, -1.25, 0.02)


Record 2
C3H4O6S2 | ωB97M-V with the def2-TZVPD basis set

## Properties
* HOMO-LUMO gap: 0.1819 Ha
* HOMO level: 0.0459 Eh
* relative energy (zero: lowest compared OMol25 entry of this formula, charge and spin): 483.4 kJ/mol
* total charge: -2
* calculated total energy: -37125.8754 eV
* SMILES string: CC1=[S@](=O)([O-])OC=[S@@](=O)([O-])O1

Positions of all 15 atoms, in Å:
C (-2.35, -1.13, -1.09)
C (-0.19, 0.01, -0.36)
C (1.17, 0.62, 0.09)
O (-3.46, 1.27, -0.73)
O (-0.03, -2.21, 1.54)
O (-3.37, -0.06, 1.24)
O (0.55, -2.30, -0.94)
O (-1.76, -2.10, -0.21)
O (-1.23, 0.74, 0.39)
S (-2.74, 0.19, -0.02)
S (-0.27, -1.69, 0.14)
H (-3.21, -1.56, -1.39)
H (1.92, -0.08, -0.19)
H (1.33, 0.88, 1.09)
H (1.27, 1.67, -0.30)


Which of these has the lowest calculated total energy?
C3H4O6S2